{"formula": "C5H9ClO", "method": "ωB97M-V/def2-TZVPD", "species": ["C", "C", "C", "C", "C", "O", "Cl", "H", "H", "H", "H", "H", "H", "H", "H", "H"], "positions_angstrom": [[-1.066, 0.571, -0.485], [-0.014, 0.055, 0.363], [-2.114, 1.425, 0.178], [2.133, -1.455, 0.226], [1.467, -0.232, -0.396], [-1.016, -0.834, -0.188], [2.522, 1.133, -0.246], [-0.755, 0.625, -1.575], [0.106, 0.085, 1.365], [-3.098, 1.575, -0.426], [-1.832, 2.528, 0.250], [-2.220, 1.267, 1.249], [2.838, -1.355, 1.086], [2.871, -1.977, -0.477], [1.483, -2.295, 0.384], [1.023, -0.513, -1.431]], "homo_energy_ev": -9.95, "e_lumo_ev": 0.99, "gap_ha": 0.402, "smiles": "C[C@H](Cl)[C@@H]1O[C@H]1C"}

***

{"formula": "C5H9ClO2S", "method": "ωB97M-V/def2-TZVPD", "species": ["C", "C", "C", "C", "C", "O", "O", "S", "Cl", "H", "H", "H", "H", "H", "H", "H", "H", "H"], "positions_angstrom": [[1.225, -1.970, 0.398], [1.857, -0.997, 0.986], [-2.579, -0.200, 0.249], [-1.998, 1.773, -1.282], [-1.736, 0.977, -0.221], [1.787, 0.272, -1.285], [4.001, 0.313, 0.028], [2.291, 0.545, 0.043], [-0.375, 1.207, 0.898], [0.715, -2.793, 1.011], [1.418, -1.951, -0.603], [1.860, -0.980, 2.031], [-3.496, 0.068, 0.883], [-1.984, -1.014, 0.738], [-3.133, -0.640, -0.610], [-2.927, 1.638, -1.851], [4.361, 1.171, 0.283], [-1.288, 2.582, -1.695]], "homo_energy_ev": -9.39, "e_lumo_ev": 0.39, "gap_ha": 0.359}

***

{"formula": "C5H9ClOSi", "method": "ωB97M-V/def2-TZVPD", "species": ["C", "C", "C", "C", "C", "O", "Si", "Cl", "H", "H", "H", "H", "H", "H", "H", "H", "H"], "positions_angstrom": [[-1.015, 0.601, -2.379], [-0.814, -0.707, 2.495], [-0.641, 1.423, -1.366], [-1.031, -0.445, 1.188], [1.549, -0.974, -0.672], [0.934, 1.612, 1.220], [0.035, 0.655, 0.178], [2.996, -1.295, 0.363], [-1.382, 0.951, -3.341], [-1.152, -0.434, -2.220], [-1.519, -1.401, 2.883], [-0.136, -0.326, 3.173], [-0.839, 2.544, -1.379], [-1.754, -1.205, 0.834], [1.853, -0.518, -1.690], [1.039, -1.984, -0.648], [1.876, 1.503, 1.362]], "homo_energy_ev": -8.60, "e_lumo_ev": 0.43, "gap_ha": 0.332}

***

{"formula": "C5H9ClS", "method": "ωB97M-V/def2-TZVPD", "species": ["C", "C", "C", "C", "C", "H", "H", "H", "H", "H", "H", "H", "H", "H", "S", "Cl"], "positions_angstrom": [[0.104, 2.435, -0.256], [0.033, 1.242, 0.729], [-0.063, -0.015, -0.056], [-2.489, -0.944, 0.782], [0.889, -0.947, -0.321], [0.880, 2.309, -1.025], [0.387, 3.382, 0.254], [-0.893, 2.528, -0.676], [-0.748, 1.384, 1.441], [0.923, 1.249, 1.333], [-1.927, -1.801, 1.280], [-2.706, -0.209, 1.609], [-3.552, -1.289, 0.621], [0.617, -1.845, -0.758], [-1.698, -0.326, -0.688], [2.550, -0.654, 0.098]], "homo_energy_ev": -8.89, "e_lumo_ev": 0.84, "gap_ha": 0.358, "smiles": "CC/C(=C\\Cl)SC"}

***

What did the fourth record say?
{"formula": "C5H9ClS", "method": "ωB97M-V/def2-TZVPD", "species": ["C", "C", "C", "C", "C", "H", "H", "H", "H", "H", "H", "H", "H", "H", "S", "Cl"], "positions_angstrom": [[0.104, 2.435, -0.256], [0.033, 1.242, 0.729], [-0.063, -0.015, -0.056], [-2.489, -0.944, 0.782], [0.889, -0.947, -0.321], [0.880, 2.309, -1.025], [0.387, 3.382, 0.254], [-0.893, 2.528, -0.676], [-0.748, 1.384, 1.441], [0.923, 1.249, 1.333], [-1.927, -1.801, 1.280], [-2.706, -0.209, 1.609], [-3.552, -1.289, 0.621], [0.617, -1.845, -0.758], [-1.698, -0.326, -0.688], [2.550, -0.654, 0.098]], "homo_energy_ev": -8.89, "e_lumo_ev": 0.84, "gap_ha": 0.358, "smiles": "CC/C(=C\\Cl)SC"}